Computed, not measured: an isolated ion of composition C7H13N and charge -1 at a distorted geometry, with the ωB97M-V functional and the def2-TZVPD basis.

Properties
LUMO (spin up / spin down), eV: 4.17 / 4.07
Energy relative to the best compared isomer or geometry (same formula, charge and spin), kcal per mole: 63.0
Strongest force on any atom, eV/Å: 7.0
Electronic energy, Eh: -329.09707
HOMO-LUMO gap (spin up / spin down), Eh: 0.1225 / 0.2680

```
! wB97M-V def2-TZVPD RIJCOSX def2/J DEFGRID3
* xyz -1 2
C -1.0730 0.7681 2.9529
C -1.5879 0.8665 1.4483
N -0.7577 -1.4500 0.0882
C 0.0710 -0.2696 0.0367
C -0.5324 0.8925 0.4396
C 2.2086 -0.4429 -3.0300
C 1.0885 -0.5472 -2.0608
C 1.3816 -0.2308 -0.8140
H -0.2157 1.5038 3.1166
H -1.8796 0.9196 3.7524
H -0.8852 -0.2605 3.1507
H -2.2370 1.7605 1.2815
H -2.1889 -0.0658 1.3268
H -1.1124 -1.8989 1.0476
H -1.7065 -1.2747 -0.2420
H -0.2488 2.0082 0.1271
H 3.0925 -0.8744 -2.7434
H 2.2805 0.5024 -3.4192
H 2.0339 -1.1447 -3.7737
H 0.0418 -0.9209 -2.3003
H 2.2267 0.1590 -0.3849
*
```

Computed, not measured: an isolated ion of composition C2H8N4O and charge +2 at a distorted geometry, with the ωB97M-V functional and the def2-TZVPD basis.

Properties
LUMO, eV: -9.47
Energy relative to the best compared isomer or geometry (same formula, charge and spin), kcal per mole: 130.1
Strongest force on any atom, eV/Å: 6.2
SMILES: C=N/C=[N+](/O)N[NH3+]
Electronic energy, Eh: -374.37081
HOMO-LUMO gap, Eh: 0.3709

```
! wB97M-V def2-TZVPD RIJCOSX def2/J DEFGRID3
* xyz 2 1
C -0.3649 1.1554 0.4819
C -2.7833 0.6229 -0.1094
N -1.6037 0.9807 0.2408
N 0.6247 0.4508 -0.0705
N 0.6079 -0.6599 -0.7423
N 1.1204 -1.7823 0.1871
O 2.2113 0.9794 0.2343
H -0.1278 2.0598 1.1945
H -3.3701 -0.1013 0.2445
H -3.0686 0.9029 -1.1274
H 1.2552 -0.5454 -1.6319
H 1.9243 -1.4643 0.6294
H 1.1573 -2.7145 -0.2944
H 0.2973 -1.8406 0.8970
H 2.1199 1.9565 -0.1337
*
```

Computed, not measured: a 2-piece molecular cluster, C4H10O3 overall at a distorted geometry, with the ωB97M-V functional and the def2-TZVPD basis.

Properties
LUMO, eV: 7.07
Energy relative to the best compared isomer or geometry (same formula, charge and spin), kcal per mole: 11.5
Strongest force on any atom, eV/Å: 2.5
Electronic energy, Eh: -384.01329
HOMO-LUMO gap, Eh: 0.2493

```
! wB97M-V def2-TZVPD RIJCOSX def2/J DEFGRID3
* xyz -2 1
C 0.5914 0.2434 -0.2123
C 0.8592 -0.1651 1.2673
C 2.3038 0.0352 1.8183
O 2.3916 -0.1297 3.1642
C -0.7414 -0.2653 -0.6878
O -1.2478 0.4642 -1.8257
H 1.4530 -0.1302 -0.7883
H 0.5760 1.3343 -0.2708
H 0.2611 0.5645 1.8238
H 0.5487 -1.1822 1.5007
H 3.0359 -0.6209 1.3140
H 2.5961 1.1239 1.5597
H -0.6769 -1.3399 -0.9889
H -1.5583 -0.0487 0.0078
H -2.2215 0.0555 -2.1018
H -3.1941 0.1260 -3.6908
O -3.4315 -0.1960 -2.8051
*
```

Computed, not measured: C31H26ClMnN4O4PS as an isolated structure, with the ωB97M-V functional and the def2-TZVPD basis.

Properties
LUMO (spin up / spin down), eV: -0.32 / -0.31
Strongest force on any atom, eV/Å: 0.5
Electronic energy, Eh: -4067.43775
HOMO-LUMO gap (spin up / spin down), Eh: 0.2720 / 0.2706

```
! wB97M-V def2-TZVPD RIJCOSX def2/J DEFGRID3
* xyz 0 2
Mn -0.2009 -1.5800 0.9159
N 3.0309 -0.8035 3.6941
C 2.1464 -0.9612 2.6896
S 0.4638 -0.9363 3.0690
N 2.6576 -1.0388 1.4767
N 1.7070 -1.2223 0.5259
C 2.0946 -1.2192 -0.7091
C 3.4797 -0.9437 -1.1508
C 3.7571 0.2527 -1.8052
C 5.0451 0.5246 -2.2451
C 6.0575 -0.4001 -2.0371
C 5.7829 -1.5935 -1.3832
C 4.4994 -1.8650 -0.9370
C 1.0419 -1.5425 -1.6652
C 1.2394 -1.6340 -3.0379
C 0.1776 -2.0170 -3.8396
C -1.0495 -2.2906 -3.2571
C -1.1787 -2.1596 -1.8878
N -0.1597 -1.7988 -1.1059
H 2.7123 -0.8521 4.6435
H 4.0106 -0.8913 3.4863
H 2.9643 0.9759 -1.9596
H 5.2561 1.4594 -2.7483
H 7.0618 -0.1908 -2.3819
H 6.5736 -2.3137 -1.2171
H 4.2818 -2.7868 -0.4134
H 2.2152 -1.4256 -3.4524
H 0.3118 -2.1076 -4.9097
H -1.9024 -2.5949 -3.8464
H -2.1157 -2.3524 -1.3847
O -1.4218 -4.6730 -0.1161
Cl -1.3638 -4.0186 1.1503
O 0.0269 -3.6987 1.5181
O -2.0026 -4.7495 2.1712
O -1.9865 -2.6674 1.0137
C -4.1562 0.4764 -2.8055
C -2.8274 0.8310 -2.9972
C -1.9586 0.8796 -1.9193
C -2.4091 0.5952 -0.6297
C -3.7425 0.2403 -0.4465
C -4.6094 0.1777 -1.5295
P -1.2110 0.5076 0.7496
C -0.1845 1.9926 0.4656
C -0.7185 3.1566 -0.0922
C 0.0760 4.2739 -0.2903
C 1.4187 4.2444 0.0667
C 1.9563 3.0968 0.6278
C 1.1588 1.9778 0.8285
C -2.2222 0.9195 2.2128
C -2.3913 2.2260 2.6639
C -3.1793 2.4877 3.7745
C -3.8101 1.4472 4.4421
C -3.6446 0.1434 3.9991
C -2.8498 -0.1215 2.8938
H -4.8352 0.4344 -3.6474
H -2.4638 1.0616 -3.9908
H -0.9193 1.1422 -2.0850
H -4.1112 0.0108 0.5452
H -5.6434 -0.1003 -1.3713
H -1.7622 3.1885 -0.3797
H -0.3522 5.1684 -0.7240
H 2.0408 5.1163 -0.0905
H 3.0005 3.0632 0.9115
H 1.5914 1.0945 1.2756
H -1.8959 3.0461 2.1611
H -3.2964 3.5063 4.1212
H -4.4230 1.6518 5.3105
H -4.1247 -0.6750 4.5197
H -2.7143 -1.1454 2.5662
*
```

Computed, not measured: a 16-piece molecular cluster, C16H68N4O16 overall at a distorted geometry, with the ωB97M-V functional and the def2-TZVPD basis.

Properties
LUMO, eV: 0.05
Energy relative to the best compared isomer or geometry (same formula, charge and spin), kcal per mole: 119.3
Strongest force on any atom, eV/Å: 3.7
Electronic energy, Eh: -2073.02194
HOMO-LUMO gap, Eh: 0.3313

```
! wB97M-V def2-TZVPD RIJCOSX def2/J DEFGRID3
* xyz 0 1
O 8.2600 0.4144 1.3982
H 8.6189 -0.3451 0.9393
H 7.3127 0.2785 1.3829
O 4.6288 -1.2723 -6.0417
H 3.7476 -0.9194 -6.1654
H 5.1833 -0.4999 -5.9319
O -5.6787 1.9870 -2.7538
H -6.4259 1.5289 -3.1384
H -6.0553 2.5063 -2.0433
O -0.5491 -1.3238 -6.9994
H -1.0371 -2.0117 -6.5469
H -1.1551 -0.5838 -7.0357
O 0.5432 7.9663 -4.3852
H 0.0309 7.4076 -4.9698
H 1.3742 7.5036 -4.2783
O 4.7435 6.3670 -3.4243
H 5.3731 5.6755 -3.2203
H 5.0919 7.1449 -2.9888
O -2.3329 -4.8633 -5.3280
H -2.2756 -5.7038 -4.8737
H -3.1411 -4.9204 -5.8376
O -4.3074 1.7190 -7.3736
H -4.9368 1.1113 -7.7619
H -4.4709 1.6648 -6.4320
O 0.5527 -5.5938 3.1659
H 0.5315 -6.3305 2.5552
H 0.4159 -4.8223 2.6161
O 3.6606 2.9967 -6.1908
H 3.5375 3.9453 -6.2256
H 2.7959 2.6504 -5.9701
O -1.6479 5.4949 -7.7009
H -2.4118 4.9757 -7.4495
H -1.2821 5.0338 -8.4556
O -1.5985 -2.2699 5.8386
H -1.0684 -3.0350 5.6155
H -1.8524 -1.8991 4.9935
C 0.4888 -11.7706 -1.3851
C 0.6424 -10.6532 -0.2928
C 2.0308 -10.1410 -0.1035
O 2.0962 -9.6216 1.2064
C 3.4527 -9.4056 1.7262
N -0.3747 -9.6117 -0.6520
H 0.4717 -11.3019 -2.3691
H -0.4108 -12.3424 -1.1572
H 1.1958 -12.5985 -1.4377
H 0.4367 -11.1888 0.6340
H 2.2669 -9.4126 -0.8792
H 2.7244 -10.9816 -0.1222
H 4.3070 -9.5178 1.0587
H 3.6662 -10.0705 2.5632
H 3.4380 -8.4309 2.2139
H -1.1006 -10.1184 -1.1382
H -0.8945 -9.2729 0.1450
C 0.6968 1.9426 -0.6737
C 0.4386 0.7449 -1.6237
C 0.2789 -0.6951 -1.0275
O -0.7746 -0.8698 -0.0911
C -2.0075 -1.3318 -0.5640
N -0.6525 1.1821 -2.4436
H 0.5817 2.9202 -1.1418
H 1.6829 1.9046 -0.2108
H -0.0508 1.9446 0.1195
H 1.3427 0.6881 -2.2299
H 1.2028 -0.9759 -0.5219
H 0.0666 -1.4493 -1.7853
H -2.3418 -0.6446 -1.3412
H -2.6653 -1.4088 0.3017
H -1.8890 -2.3671 -0.8836
H -0.6775 2.1842 -2.3201
H -1.5264 0.9000 -2.0232
C -5.4865 7.3881 1.1626
C -6.8331 6.7152 0.7000
C -7.1443 5.6102 1.7527
O -6.1039 4.5177 1.7728
C -6.5767 3.3835 2.4622
N -7.8723 7.7002 0.9931
H -5.0833 8.0652 0.4096
H -4.6595 6.6903 1.2938
H -5.6985 7.9266 2.0863
H -6.8212 6.3953 -0.3419
H -8.1441 5.2350 1.5339
H -7.1877 6.0449 2.7513
H -7.3726 2.8619 1.9307
H -7.0329 3.8173 3.3520
H -5.6668 2.8186 2.6645
H -7.6841 8.1561 1.8745
H -7.8200 8.3764 0.2447
C 4.1513 0.6448 5.1491
C 4.4354 1.9569 5.9934
C 5.2754 1.7986 7.3226
O 5.6842 3.0054 8.0303
C 4.6650 3.8930 8.4205
N 5.3128 2.7325 5.1854
H 4.9090 0.1032 4.5828
H 3.3884 0.9609 4.4376
H 3.6769 -0.0728 5.8185
H 3.5008 2.4806 6.1944
H 6.2670 1.4390 7.0478
H 4.8252 1.1110 8.0386
H 3.8789 4.0883 7.6911
H 5.0620 4.8089 8.8585
H 4.0882 3.4404 9.2271
H 5.5872 3.4936 5.7901
H 6.1621 2.2065 5.0365
*
```

Computed, not measured: an isolated molecule of C3H8NO2P at a distorted geometry, with the ωB97M-V functional and the def2-TZVPD basis.

Properties
LUMO, eV: 0.97
Energy relative to the best compared isomer or geometry (same formula, charge and spin), kcal per mole: 69.9
Strongest force on any atom, eV/Å: 3.8
SMILES: CPO/C(C)=N/O
Electronic energy, Eh: -665.60556
HOMO-LUMO gap, Eh: 0.3602

```
! wB97M-V def2-TZVPD RIJCOSX def2/J DEFGRID3
* xyz 0 1
C 0.6934 -0.8558 -0.1721
C -0.1970 -1.4711 -1.2503
C -1.0246 2.7227 0.2863
N 1.5846 -1.4759 0.5155
O 0.3293 0.4148 0.2003
O 1.8497 -2.7574 0.0476
P -0.8226 0.9855 1.1541
H 0.0499 -2.4938 -1.2020
H -1.2824 -1.2224 -0.9373
H -0.0225 -1.1507 -2.2564
H -0.9796 2.5722 -0.7667
H -0.4057 3.4347 0.6611
H -1.9550 3.1033 0.6965
H 2.2261 -3.2223 0.8116
H -0.0437 1.4164 2.2120
*
```

Computed, not measured: an isolated molecule of C3H6N2O2, with the ωB97M-V functional and the def2-TZVPD basis.

Properties
LUMO, eV: 0.85
Energy relative to the best compared isomer or geometry (same formula, charge and spin), kcal per mole: 52.3
Strongest force on any atom, eV/Å: 0.5
SMILES: N[C@]1(NC=O)CO1
Electronic energy, Eh: -377.87597
HOMO-LUMO gap, Eh: 0.3850

```
! wB97M-V def2-TZVPD RIJCOSX def2/J DEFGRID3
* xyz 0 1
N -1.2435 -0.0213 -1.3238
C -0.5792 0.0964 -0.0776
O -1.4565 0.4522 0.9603
C -0.6564 -0.7277 1.1334
O 2.1197 -0.6947 0.6521
C 1.8772 0.3620 0.1077
N 0.6401 0.8282 -0.2442
H -2.2321 -0.2061 -1.2559
H -0.7632 -0.5658 -2.0232
H -1.1654 -1.6891 1.1441
H 0.1339 -0.6067 1.8688
H 2.6733 1.0805 -0.1587
H 0.5942 1.6598 -0.8170
*
```

Computed, not measured: an isolated molecule of C2H2N2O at a distorted geometry, with the ωB97M-V functional and the def2-TZVPD basis.

Properties
LUMO, eV: 0.55
Energy relative to the best compared isomer or geometry (same formula, charge and spin), kcal per mole: 7.2
Strongest force on any atom, eV/Å: 3.4
SMILES: N#CC(N)=O
Electronic energy, Eh: -262.15238
HOMO-LUMO gap, Eh: 0.4350

```
! wB97M-V def2-TZVPD RIJCOSX def2/J DEFGRID3
* xyz 0 1
C -0.4713 -0.0911 -0.3738
C 0.5359 0.9426 -0.8156
H 0.6027 -0.0574 1.3789
H -0.6202 -1.4043 1.1571
N -0.0287 -0.6642 0.7373
N 1.3795 1.6854 -1.0014
O -1.3978 -0.4111 -1.0824
*
```